Entry 1:
{
  "formula": "C32H29CoF6N3O6S4",
  "method": "ωB97M-V with the def2-TZVPD basis set",
  "elements": ["Co", "C", "C", "S", "C", "C", "S", "H", "H", "H", "H", "H", "H", "O", "C", "C", "C", "C", "N", "C", "C", "C", "C", "C", "C", "O", "C", "C", "N", "H", "H", "H", "H", "H", "H", "H", "H", "H", "H", "H", "H", "C", "C", "C", "C", "C", "C", "C", "C", "C", "C", "C", "C", "C", "C", "H", "H", "H", "H", "H", "H", "H", "H", "H", "H", "H", "F", "C", "F", "F", "S", "O", "O", "N", "S", "O", "O", "C", "F", "F", "F"],
  "positions_angstrom": [[0.244, -0.290, -0.135], [1.381, -4.472, -2.079], [1.221, -2.978, -1.845], [0.261, -2.543, -0.436], [1.747, -2.079, -2.684], [2.481, -2.548, -3.933], [1.577, -0.342, -2.478], [0.947, -5.027, -1.246], [2.438, -4.759, -2.164], [0.879, -4.799, -3.002], [3.133, -3.409, -3.732], [3.088, -1.737, -4.337], [1.770, -2.852, -4.717], [6.322, 2.366, 1.615], [6.182, 1.151, 0.874], [4.755, 0.713, 0.849], [4.449, -0.575, 0.417], [3.131, -0.931, 0.295], [2.124, -0.095, 0.578], [2.406, 1.120, 1.034], [3.721, 1.557, 1.182], [1.231, 1.936, 1.301], [1.252, 3.153, 1.980], [0.079, 3.790, 2.307], [0.069, 5.111, 3.009], [-0.466, 6.161, 2.182], [-1.126, 3.172, 1.945], [-1.076, 2.000, 1.236], [0.074, 1.404, 0.868], [7.258, 2.563, 1.687], [6.793, 0.359, 1.309], [6.515, 1.295, -0.154], [5.229, -1.286, 0.168], [2.835, -1.918, -0.049], [3.931, 2.561, 1.527], [2.205, 3.581, 2.276], [1.081, 5.378, 3.318], [-0.556, 5.062, 3.901], [-0.510, 5.820, 1.283], [-2.080, 3.602, 2.226], [-1.984, 1.500, 0.931], [-4.293, 3.493, -4.140], [-4.102, 2.127, -4.327], [-3.121, 1.439, -3.619], [-2.301, 2.095, -2.691], [-2.495, 3.474, -2.532], [-3.479, 4.165, -3.234], [-1.244, 1.430, -1.880], [-1.256, 0.220, -1.307], [-2.431, -0.689, -1.427], [-2.337, -1.849, -2.202], [-3.434, -2.686, -2.368], [-4.648, -2.396, -1.745], [-4.743, -1.262, -0.948], [-3.646, -0.417, -0.797], [-5.058, 4.026, -4.694], [-4.719, 1.586, -5.037], [-2.981, 0.379, -3.792], [-1.867, 4.007, -1.821], [-3.610, 5.231, -3.070], [-0.376, 2.069, -1.704], [-1.385, -2.079, -2.674], [-3.340, -3.579, -2.978], [-5.502, -3.052, -1.871], [-5.674, -1.030, -0.441], [-3.739, 0.474, -0.185], [-1.164, -4.286, 2.505], [-2.091, -3.341, 2.544], [-2.963, -3.623, 3.522], [-2.756, -3.328, 1.393], [-1.368, -1.634, 2.844], [-1.513, -0.963, 1.565], [-2.151, -1.122, 3.942], [0.156, -1.835, 3.198], [0.490, -2.290, 4.684], [0.800, -1.222, 5.596], [-0.321, -3.379, 5.171], [2.105, -3.064, 4.346], [2.003, -4.033, 3.441], [3.002, -2.165, 3.929], [2.545, -3.599, 5.497]],
  "homo_energy_ev": [-0.31, -0.27],
  "spin_multiplicity": 2,
  "e_tot_ha": -5427.26866,
  "total_charge": -2,
  "max_force_ev_per_a": 1.26,
  "relative_energy_kcal_mol": 26.7,
  "homo_lumo_gap_ev": [3.87, 3.84]
}

***

Entry 2:
{
  "formula": "C32H29F15GeI2N3OP2PdS",
  "method": "ωB97M-V with the def2-TZVPD basis set",
  "elements": ["Pd", "C", "N", "C", "P", "O", "N", "C", "C", "N", "C", "C", "H", "H", "H", "H", "H", "H", "H", "H", "H", "H", "H", "H", "H", "H", "H", "H", "H", "H", "C", "P", "C", "C", "C", "C", "C", "C", "C", "H", "H", "H", "H", "H", "H", "H", "H", "H", "H", "H", "F", "C", "C", "C", "F", "C", "F", "C", "F", "C", "F", "Ge", "S", "C", "C", "F", "C", "F", "C", "F", "C", "F", "C", "F", "C", "C", "F", "C", "F", "C", "F", "C", "F", "C", "F", "I", "I"],
  "positions_angstrom": [[1.007, -0.988, 0.186], [-0.018, -0.856, 5.521], [0.178, -1.279, 4.142], [-1.036, -1.713, 3.455], [1.536, -0.905, 3.292], [1.658, -1.822, 2.102], [1.482, 0.733, 2.832], [0.149, 1.282, 2.601], [2.375, 0.978, 1.713], [2.888, -0.972, 4.214], [3.483, -2.288, 4.450], [3.298, 0.061, 5.160], [-0.583, 0.079, 5.593], [0.942, -0.725, 6.014], [-0.571, -1.629, 6.056], [-1.834, -0.972, 3.558], [-1.384, -2.657, 3.880], [-0.832, -1.867, 2.398], [-0.502, 1.075, 3.448], [-0.312, 0.871, 1.687], [0.226, 2.363, 2.484], [3.369, 0.591, 1.928], [2.429, 2.040, 1.480], [2.007, 0.437, 0.788], [3.177, -2.973, 3.663], [3.185, -2.699, 5.419], [4.570, -2.197, 4.437], [2.768, 0.986, 4.953], [4.370, 0.237, 5.055], [3.108, -0.243, 6.194], [-1.571, -3.688, -0.147], [0.159, -3.162, -0.393], [1.099, -4.559, 0.289], [0.373, -3.252, -2.193], [-0.603, -2.690, -3.016], [-0.432, -2.675, -4.389], [0.724, -3.200, -4.952], [1.697, -3.759, -4.139], [1.526, -3.785, -2.763], [-2.273, -2.888, -0.364], [-1.710, -4.005, 0.887], [-1.762, -4.525, -0.818], [0.828, -5.456, -0.267], [0.836, -4.671, 1.340], [2.171, -4.384, 0.224], [-1.497, -2.252, -2.587], [-1.201, -2.249, -5.019], [0.860, -3.183, -6.025], [2.596, -4.176, -4.575], [2.284, -4.246, -2.142], [-3.371, 3.066, -2.381], [-3.649, 2.008, -1.610], [-2.608, 1.219, -1.142], [-2.961, 0.180, -0.308], [-2.008, -0.625, 0.197], [-4.266, -0.077, 0.064], [-4.545, -1.082, 0.898], [-5.282, 0.721, -0.432], [-6.537, 0.489, -0.087], [-4.972, 1.772, -1.282], [-5.939, 2.543, -1.760], [-0.752, 1.731, -1.664], [0.805, 0.205, -1.748], [-0.241, 3.250, -0.495], [1.027, 3.790, -0.660], [1.861, 3.220, -1.537], [1.457, 4.901, 0.040], [2.677, 5.394, -0.142], [0.598, 5.492, 0.956], [0.991, 6.554, 1.639], [-0.667, 4.965, 1.162], [-1.479, 5.526, 2.052], [-1.065, 3.854, 0.440], [-2.284, 3.357, 0.691], [-0.883, 2.274, -3.550], [-0.437, 3.465, -4.092], [0.036, 4.422, -3.288], [-0.480, 3.703, -5.455], [-0.055, 4.860, -5.951], [-0.954, 2.717, -6.307], [-0.947, 2.916, -7.615], [-1.434, 1.524, -5.790], [-1.917, 0.580, -6.594], [-1.394, 1.329, -4.424], [-1.879, 0.180, -3.922], [3.987, -1.795, -0.563], [4.330, -0.772, -2.992]],
  "homo_energy_ev": -11.22,
  "e_tot_ha": -6855.22636,
  "total_charge": 1,
  "max_force_ev_per_a": 1.66,
  "relative_energy_kcal_mol": 4.8,
  "homo_lumo_gap_ev": 6.66
}